# 1
75
Properties=species:S:1:pos:R:3:mulliken_charge:R:1 method="wB97M-V/def2-TZVPD" spin_multiplicity=4 e_above_lowest_ev=0.147 e_homo_ev="-1.5 / -4.6" lumo_ha="0.0695 / 0.0693" total_charge=-1 e_tot_ha=-2622.09285 s_squared=3.80
Tc -0.44393 2.56805 -0.00445 0.0052
S -4.84672 4.36827 0.32901 0.9720
S -1.94141 1.71746 1.61953 -0.4280
O 2.14035 -3.44960 -3.37109 -0.5946
O -0.04402 -1.05318 0.63309 0.0945
O 4.32682 -5.49333 -1.36201 -0.3595
O -6.25378 4.13346 0.53195 -0.6881
O 2.85693 -6.03016 0.21536 -0.6231
O -4.41103 5.10540 -0.83870 -0.6535
O 1.78099 -5.58444 -2.73376 -0.2517
N -3.95587 2.98330 0.49669 -0.4200
C -1.81127 2.92929 -1.55759 -0.4526
C -3.44695 6.78061 3.32006 -0.5891
C 0.95568 2.65250 1.79444 -0.9761
C 5.00764 -4.55985 -2.24755 -0.5162
C -4.09630 5.07823 1.77408 -0.2720
C -0.15009 -2.02779 2.81194 -1.7636
C 2.07809 -4.29702 -2.49557 -0.3711
C 3.19545 -5.25619 -0.66025 0.7257
C 1.69556 2.20384 0.65426 0.2788
C -4.24963 6.37447 2.24746 -0.5470
C -2.53259 5.89148 3.90767 -0.4376
C -3.16930 4.19261 2.32315 0.4861
C -1.44961 -2.95971 0.85985 -1.6966
C 0.39330 3.93971 1.47600 -0.2129
C -2.39172 4.59346 3.41209 -0.6505
C 2.32210 -4.05265 -1.02035 2.5049
C 0.96200 -4.09690 -0.25303 -2.0446
C -0.52018 1.16406 -2.41035 -0.3383
C 2.10113 -2.06204 0.36491 0.5307
C 1.11727 -1.04130 -0.21893 -1.1789
C -2.52754 1.67096 -1.40672 -0.5317
C 1.53408 -5.84873 -4.11122 -0.7718
C 1.12001 -3.12504 0.91821 -0.2938
C 1.59473 3.19611 -0.37271 -1.2990
C -3.08527 3.00089 1.47663 0.4301
C 0.78477 4.28186 0.13004 -0.4801
C -0.52093 2.59229 -2.15221 -1.0337
C 2.99890 -2.68684 -0.70143 -1.9719
C -1.74555 0.62605 -1.96310 -0.6452
C -0.14227 -2.29805 1.29874 1.5535
H 4.80273 -3.49990 -2.03913 0.2851
H 1.57574 -0.03090 -0.27603 -0.0687
H 0.18576 -3.74665 -0.95247 0.3181
H -0.13647 4.58773 2.16615 0.6178
H -3.54744 1.57338 -1.04615 0.5019
H -0.88379 -1.25004 3.04891 0.3191
H -3.53681 7.79431 3.69943 0.3440
H 2.65134 -1.60046 1.19454 0.7938
H 2.29604 1.29951 0.61862 0.9835
H 0.78982 -1.32391 -1.25008 0.1182
H -1.92245 6.21533 4.74960 0.3557
H -2.08542 -0.39613 -2.12352 0.4598
H -2.23462 3.93168 -1.55812 0.6729
H -1.70644 -2.74666 -0.18695 0.2889
H -1.69921 3.86764 3.83778 0.5626
H 2.07049 3.13199 -1.34184 0.5487
H 0.21368 0.63783 -3.02070 0.5210
H 0.82632 -1.66425 3.15863 0.3774
H -0.40480 -2.92730 3.39163 0.3998
H 4.01761 -2.79428 -0.30124 0.5193
H 0.62601 -5.33764 -4.44396 0.3058
H 0.14074 3.31577 -2.62075 0.7026
H 0.88879 2.11842 2.73728 0.4242
H 6.06659 -4.76992 -2.07499 0.3077
H 3.02419 -2.08177 -1.61584 0.4320
H 0.55650 5.20685 -0.37984 0.4879
H 1.53374 -3.67034 1.78189 0.5810
H 2.37755 -5.51282 -4.72019 0.3201
H 1.41640 -6.92518 -4.17708 0.2582
H -4.97891 7.02697 1.77221 0.3837
H 0.75404 -5.12477 0.06716 0.4627
H -2.26407 -2.58569 1.48493 0.4634
H -1.39502 -4.04611 0.99469 0.2760
H 4.75150 -4.79419 -3.28873 0.1871

---

# 2
94
Properties=species:S:1:pos:R:3:mulliken_charge:R:1 method="wB97M-V/def2-TZVPD" spin_multiplicity=5 e_above_lowest_ev=0.000 e_homo_ev="-13.5 / -13.5" lumo_ha="-0.2988 / -0.3660" total_charge=+2 e_tot_ha=-3525.11357 s_squared=6.06
Pd -15.61641 -10.75530 25.65898 0.8614
Pd -18.02718 -16.56756 30.65250 0.5961
O -16.19528 -11.82113 23.73407 -0.3373
O -15.90046 -13.25715 22.03623 -0.2687
O -18.92085 -14.66701 29.54629 -0.6886
O -17.69559 -13.48212 23.17208 -0.1999
O -23.20785 -14.47053 28.84052 -0.2215
O -11.38904 -13.67262 27.44603 -0.5922
O -13.57465 -11.12179 24.47791 -0.4759
O -21.23475 -9.86074 29.51251 -0.3076
O -15.05428 -12.69007 26.21044 -0.4036
O -13.58432 -19.83954 28.25151 -0.3556
O -21.45926 -17.49477 27.69986 -0.0283
O -21.26071 -15.38998 24.79274 -0.4199
O -23.25689 -9.24175 28.61507 -0.5648
O -11.67485 -11.33926 23.30317 -0.2660
O -17.31912 -11.28860 26.72310 -1.1646
O -11.97409 -15.66891 28.06517 -0.2095
O -21.31569 -8.27689 28.10476 -0.3490
O -20.68957 -19.31480 28.28108 -0.3808
O -11.54389 -14.14527 29.64186 -0.2985
O -19.78700 -17.34627 29.15990 -0.3476
O -16.41275 -15.99058 29.04617 -0.6693
O -13.16080 -18.53185 26.53474 -0.3545
O -24.45185 -13.27606 30.13368 -0.3721
O -11.47679 -19.70864 27.51811 -0.4782
O -23.40186 -15.89148 25.51545 -0.5751
O -13.56587 -11.68920 22.30049 -0.1573
O -22.32607 -13.79168 25.94673 -0.2809
O -25.42108 -14.14156 28.37608 -0.5476
C -18.20414 -12.88204 28.33394 -0.6457
C -19.87112 -9.47722 29.42325 0.1057
C -16.62747 -12.75858 23.06437 0.5222
C -11.61770 -14.47804 28.30587 0.6401
C -20.23981 -14.58348 25.38276 0.0741
C -11.59154 -15.33324 30.21782 -0.4520
C -19.92598 -8.28409 28.53502 -0.2903
C -21.96185 -19.67966 27.63673 -0.3890
C -22.40710 -15.08027 25.44581 0.5601
C -18.00557 -14.11811 21.87420 -0.4095
C -15.73908 -14.39721 27.73289 -0.5037
C -16.66852 -14.80535 28.60593 0.6478
C -20.55537 -17.98327 28.39749 0.3428
C -16.69731 -14.15074 21.25648 -0.4155
C -12.43203 -16.20530 29.23617 0.1778
C -12.95429 -11.35346 23.39589 0.5083
C -23.17360 -13.00414 30.61728 -0.2153
C -22.27926 -14.02072 29.87944 0.2929
C -22.03233 -9.08304 28.79387 0.7072
C -12.52071 -12.05267 21.34929 -0.3526
C -17.97702 -14.10425 28.85022 1.3404
C -20.97559 -13.32257 25.83042 0.2962
C -17.18625 -12.34871 27.40243 1.1663
C -21.98857 -18.38608 26.73357 -0.3880
C -11.29115 -11.63942 21.99574 -0.3755
C -12.62847 -19.44342 27.41444 0.6346
C -24.41502 -13.91419 28.98616 0.6176
C -14.88032 -19.25122 27.89853 -0.3109
C -14.38996 -18.17430 27.01046 0.3348
C -15.80817 -13.13712 27.02833 0.4977
H -10.64369 -15.83876 30.40259 0.3148
H -21.84329 -20.58971 27.04865 0.3358
H -15.07017 -18.26513 26.16361 0.3903
H -19.58005 -7.48943 29.19603 0.2448
H -12.00763 -15.08824 31.19502 0.3090
H -19.59017 -9.11226 30.41116 0.2795
H -16.29394 -15.16333 21.24826 0.3084
H -10.49815 -12.38274 21.91364 0.3246
H -15.35020 -18.70370 28.71557 0.1991
H -23.00114 -18.00631 26.59733 0.3454
H -13.51448 -16.08059 29.26543 -0.0514
H -16.66445 -13.78184 20.23134 0.3082
H -15.53997 -20.02925 27.51431 0.3107
H -10.99783 -10.69016 21.54746 0.3104
H -20.51409 -12.93842 26.74011 -0.0653
H -18.91257 -13.70550 21.43238 0.3593
H -22.18019 -14.95584 30.43065 0.2330
H -12.16284 -17.26097 29.20170 0.1771
H -21.55484 -18.39142 25.73359 0.2970
H -12.73604 -13.11673 21.25174 0.2888
H -19.03660 -12.29107 28.68633 0.1859
H -22.84687 -19.67278 28.27297 0.2738
H -21.41392 -13.51419 29.45198 -0.3037
H -19.83357 -14.52735 24.37285 -0.1083
H -14.54266 -17.17989 27.42990 -0.4283
H -19.19248 -10.31513 29.26375 -0.1143
H -12.60037 -11.51596 20.40394 0.2880
H -14.87885 -14.94412 27.37612 0.5205
H -18.31458 -15.16242 21.91915 0.2677
H -19.87875 -15.32522 26.09518 0.2694
H -19.21023 -8.17922 27.71966 0.3014
H -23.25083 -13.27686 31.66978 0.3001
H -20.81663 -12.72054 24.93577 0.2669
H -22.98933 -11.97323 30.31502 0.2003